1.
ORCA calculation (ωB97M-V/def2-TZVPD) on a structure of composition C33H32N4O3PPtS.

Structure (ORCA input):
```
! wB97M-V def2-TZVPD RIJCOSX def2/J DEFGRID3
* xyz 1 5
Pt 0.105 0.038 1.405
N -3.571 -0.489 3.696
C -2.361 -0.207 3.193
S -1.507 -1.428 2.346
N -1.929 1.040 3.432
N -0.705 1.264 2.971
C -0.143 2.404 3.335
C 1.227 2.672 3.208
C 1.673 4.008 3.409
C 2.991 4.330 3.355
C 3.973 3.316 3.123
C 3.618 2.021 2.971
C 2.230 1.611 3.026
O 1.931 0.399 2.956
H -3.937 -1.423 3.644
H -3.994 0.173 4.327
H -0.793 3.139 3.801
H 0.932 4.776 3.597
H 3.307 5.355 3.487
H 5.016 3.600 3.083
H 4.345 1.235 2.813
O 2.877 -0.752 0.039
C 1.928 -0.094 -0.186
C 1.574 0.622 -1.449
C 2.611 0.890 -2.340
C 2.360 1.655 -3.466
C 1.082 2.158 -3.687
C 0.053 1.887 -2.797
C 0.281 1.107 -1.668
P -1.070 0.716 -0.509
C -2.014 2.250 -0.413
C -3.292 2.399 -0.944
C -3.954 3.612 -0.815
C -3.344 4.676 -0.170
C -2.063 4.536 0.349
C -1.403 3.326 0.234
C -2.109 -0.490 -1.354
C -1.792 -1.006 -2.607
C -2.614 -1.955 -3.195
C -3.757 -2.388 -2.541
C -4.080 -1.875 -1.293
C -3.258 -0.933 -0.698
H 3.601 0.507 -2.134
H 3.159 1.868 -4.163
H 0.887 2.767 -4.560
H -0.939 2.283 -2.981
H -3.773 1.573 -1.451
H -4.950 3.723 -1.222
H -3.864 5.620 -0.074
H -1.583 5.368 0.848
H -0.405 3.214 0.644
H -0.899 -0.683 -3.125
H -2.361 -2.356 -4.167
H -4.397 -3.128 -3.002
H -4.971 -2.212 -0.781
H -3.509 -0.545 0.282
O 0.173 -2.236 -0.244
C 0.396 -3.433 -0.103
C 1.108 -4.016 1.082
C 2.608 -4.017 0.697
C 2.981 -4.578 -0.688
C 2.537 -3.740 -1.903
C 1.063 -3.931 -2.317
N 0.240 -4.310 -1.157
H 0.757 -5.032 1.274
H 0.946 -3.410 1.973
H 3.149 -4.572 1.463
H 2.964 -2.987 0.749
H 2.636 -5.612 -0.792
H 4.070 -4.640 -0.710
H 3.174 -3.987 -2.754
H 2.722 -2.686 -1.678
H 0.955 -4.714 -3.066
H 0.650 -3.018 -2.738
H 0.454 -5.254 -0.869
*
```

* largest force on an atom: 0.4 eV/A
* HOMO-LUMO gap (spin up / spin down): 6.3 / 5.9 eV
* ⟨S²⟩: 6.0867
* E_tot: -2580.02972 Ha
* E_HOMO (spin up / spin down): -9.157 / -10.808 eV

***

2.
ORCA calculation (ωB97M-V/def2-TZVPD) on a structure of composition C33H33CdClIN7O9S in a non-equilibrium geometry.

Structure (ORCA input):
```
! wB97M-V def2-TZVPD RIJCOSX def2/J DEFGRID3
* xyz -2 1
Cd 0.921 0.515 0.920
O 5.071 -0.402 0.997
C 3.854 -0.330 0.861
O 3.005 0.085 1.717
C 3.229 -0.820 -0.513
O 3.973 -1.148 -1.439
O 1.942 -0.840 -0.582
N -2.789 1.258 -1.879
C -3.934 1.628 -1.135
C -4.905 2.444 -1.694
C -6.016 2.808 -0.945
C -6.131 2.393 0.372
C -5.138 1.606 0.939
C -4.060 1.189 0.176
S -2.849 0.093 0.823
N -1.466 0.580 -0.034
C -1.584 1.044 -1.209
C -0.347 1.414 -1.962
C -0.321 1.526 -3.349
C 0.867 1.896 -3.960
C 1.981 2.142 -3.178
C 1.870 1.984 -1.805
N 0.732 1.633 -1.222
H -2.682 1.815 -2.712
H -4.792 2.790 -2.716
H -6.777 3.438 -1.388
H -6.975 2.706 0.972
H -5.180 1.328 1.983
H -1.187 1.284 -3.950
H 0.922 1.970 -5.038
H 2.929 2.421 -3.616
H 2.710 2.136 -1.139
N 1.034 4.754 2.127
C 1.561 3.502 2.100
O 1.843 2.928 1.054
C 1.846 2.868 3.431
I 3.747 3.546 4.138
H 0.691 5.033 1.220
H 0.344 4.889 2.866
H 1.949 1.796 3.319
H 1.116 3.132 4.189
C 1.883 -1.543 -3.796
C 2.151 -2.839 -3.056
N 1.295 -3.944 -3.504
C 1.487 -4.425 -4.863
C 0.332 -4.052 -5.783
C 0.495 -4.682 -2.702
O -0.024 -5.731 -3.086
C 0.217 -4.181 -1.317
C 0.438 -5.016 -0.231
C 0.108 -4.564 1.034
C -0.472 -3.309 1.161
N -0.711 -2.509 0.125
C -0.350 -2.936 -1.078
H 2.541 -0.787 -3.370
H 0.848 -1.222 -3.651
H 2.073 -1.631 -4.871
H 2.014 -2.663 -1.994
H 3.196 -3.134 -3.186
H 1.595 -5.511 -4.838
H 2.422 -3.997 -5.228
H -0.593 -4.486 -5.405
H 0.505 -4.432 -6.792
H 0.214 -2.968 -5.834
H 0.865 -5.998 -0.388
H 0.292 -5.167 1.912
H -0.742 -2.913 2.134
H -0.526 -2.252 -1.903
O -1.508 4.420 3.462
N -1.924 3.502 2.711
O -3.137 3.396 2.475
O -1.113 2.692 2.222
Cl 0.729 2.196 8.262
C 0.558 1.406 6.698
C 1.551 0.558 6.240
C 1.409 -0.069 5.014
C 0.276 0.128 4.195
C 0.136 -0.525 2.933
C -0.706 1.010 4.702
C -0.572 1.637 5.925
H 2.442 0.398 6.835
H 2.207 -0.707 4.649
H -0.830 -0.422 2.450
H 0.844 -1.284 2.626
H -1.581 1.210 4.098
H -1.338 2.319 6.271
*
```

* largest force on an atom: 1.5 eV/A
* HOMO-LUMO gap: 5.1 eV
* E_tot: -3661.66478 Ha
* E_HOMO: -1.329 eV
* energy above the lowest of the compared OMol25 structures with the same formula, charge and spin: 133.3 kJ/mol

***

3.
ORCA calculation (ωB97M-V/def2-TZVPD) on a structure of composition C33H33F3N3P2S2V in a non-equilibrium geometry.

Structure (ORCA input):
```
! wB97M-V def2-TZVPD RIJCOSX def2/J DEFGRID3
* xyz 2 1
V 0.117 0.100 -1.619
S -1.170 -1.950 -1.451
P -0.844 -1.703 0.536
C -0.153 -0.078 0.359
P -1.394 1.179 0.237
S -1.112 1.908 -1.668
C -3.144 0.725 0.319
C -3.817 0.753 1.540
C -5.168 0.459 1.572
C -5.838 0.125 0.403
C -5.150 0.032 -0.796
C -3.801 0.332 -0.847
C -0.966 2.577 1.308
C 0.392 2.862 1.460
C 0.771 4.009 2.134
C -0.195 4.860 2.651
C -1.540 4.560 2.518
C -1.938 3.424 1.832
C 0.439 -2.862 1.049
C 1.647 -2.442 1.594
C 2.623 -3.386 1.866
C 2.383 -4.729 1.615
C 1.158 -5.145 1.110
C 0.181 -4.212 0.824
C -2.317 -2.000 1.544
C -2.220 -1.762 2.913
C -3.313 -2.021 3.719
C -4.483 -2.519 3.160
C -4.568 -2.757 1.796
C -3.482 -2.502 0.977
H -3.278 1.004 2.444
H -5.697 0.498 2.512
H -6.899 -0.065 0.426
H -5.658 -0.266 -1.699
H -3.276 0.272 -1.795
H 1.134 2.181 1.047
H 1.817 4.247 2.256
H 0.105 5.769 3.148
H -2.283 5.217 2.940
H -2.989 3.205 1.708
H 1.800 -1.392 1.808
H 3.575 -3.076 2.271
H 3.150 -5.461 1.818
H 0.973 -6.193 0.929
H -0.777 -4.513 0.422
H -1.292 -1.388 3.325
H -3.248 -1.846 4.781
H -5.329 -2.738 3.793
H -5.475 -3.153 1.366
H -3.530 -2.693 -0.086
C 4.246 3.461 -2.377
C 2.840 3.405 -2.949
N 2.138 2.301 -2.317
C 2.721 1.125 -2.035
N 1.921 0.102 -1.655
C 2.539 -1.175 -1.359
C 3.795 -1.392 -2.197
C 4.733 -0.244 -1.881
N 4.048 1.016 -2.111
C 4.899 2.104 -2.578
H 4.197 3.710 -1.317
H 4.830 4.229 -2.879
H 2.866 3.251 -4.033
H 2.289 4.325 -2.751
H 1.122 2.345 -2.313
H 1.812 -1.974 -1.553
H 2.800 -1.199 -0.291
H 3.538 -1.404 -3.258
H 4.253 -2.345 -1.942
H 5.616 -0.273 -2.520
H 5.059 -0.294 -0.837
H 5.120 1.944 -3.640
H 5.838 2.055 -2.022
F 0.895 0.386 -4.110
C 0.207 -0.587 -3.449
F -1.033 -0.568 -3.952
F 0.791 -1.746 -3.746
*
```

* largest force on an atom: 3.6 eV/A
* HOMO-LUMO gap: 7.2 eV
* E_tot: -4163.78026 Ha
* E_HOMO: -14.156 eV
* energy above the lowest of the compared OMol25 structures with the same formula, charge and spin: 87.4 kJ/mol

***

4.
ORCA calculation (ωB97M-V/def2-TZVPD) on a structure of composition C33H33F6FeN7O4PSSi in a non-equilibrium geometry.

Structure (ORCA input):
```
! wB97M-V def2-TZVPD RIJCOSX def2/J DEFGRID3
* xyz 1 5
Fe -0.915 -0.422 -0.257
C -4.145 2.745 -1.412
C -3.351 1.598 -1.329
N -2.573 1.402 -0.287
C -2.566 2.284 0.710
C -3.379 3.423 0.608
N -4.135 3.637 -0.445
C -1.731 1.955 1.874
C -1.654 2.758 3.010
C -0.905 2.327 4.103
C -0.254 1.099 4.017
C -0.364 0.360 2.846
N -1.083 0.793 1.811
C 0.237 -0.967 2.685
C 1.018 -1.609 3.657
N 1.475 -2.831 3.487
C 1.176 -3.461 2.369
C 0.445 -2.828 1.362
N 0.000 -1.595 1.528
C -0.834 3.129 5.333
C -1.980 3.722 5.857
C -1.872 4.445 7.035
N -0.727 4.600 7.663
C 0.370 4.062 7.173
C 0.373 3.306 6.008
H -4.786 2.937 -2.260
H -3.353 0.846 -2.104
H -3.427 4.172 1.381
H -2.152 3.711 3.059
H 0.298 0.726 4.863
H 1.292 -1.137 4.588
H 1.537 -4.474 2.269
H 0.218 -3.298 0.420
H -2.935 3.602 5.369
H -2.734 4.921 7.481
H 1.280 4.245 7.727
H 1.290 2.897 5.619
C 4.773 -0.668 -0.646
Si 3.832 0.948 -0.259
C 4.240 1.599 1.491
C 3.874 2.236 -1.647
C 2.041 0.412 -0.130
C 0.879 0.088 -0.127
H 5.843 -0.494 -0.722
H 4.437 -1.086 -1.591
H 4.612 -1.412 0.130
H 5.272 1.931 1.559
H 4.093 0.827 2.242
H 3.605 2.442 1.751
H 4.845 2.711 -1.743
H 3.137 3.013 -1.470
H 3.636 1.773 -2.602
F -2.949 -1.274 0.173
P -3.174 -2.676 -0.806
F -1.685 -2.246 -1.501
F -2.291 -3.450 0.300
F -3.250 -3.940 -1.744
F -3.857 -1.706 -1.876
F -4.519 -2.966 -0.046
C 0.269 -5.343 -1.220
C 0.410 -4.252 -2.232
C 1.249 -3.162 -2.024
C 1.377 -2.172 -2.984
C 0.677 -2.293 -4.167
C -0.185 -3.351 -4.391
C -0.326 -4.318 -3.414
S 1.052 -1.144 -5.491
O 2.025 -0.208 -5.009
O 1.305 -1.881 -6.687
N -0.374 -0.301 -5.798
C -1.075 0.325 -4.708
C -0.261 1.448 -4.056
C -0.456 1.457 -2.544
O -0.407 2.467 -1.868
O -0.687 0.288 -2.055
H 1.039 -5.278 -0.454
H 0.343 -6.317 -1.701
H -0.715 -5.284 -0.755
H 1.844 -3.092 -1.125
H 2.033 -1.328 -2.840
H -0.713 -3.428 -5.329
H -1.005 -5.140 -3.572
H -0.956 -0.818 -6.442
H -1.293 -0.418 -3.919
H -2.024 0.716 -5.087
H -0.495 2.432 -4.461
H 0.804 1.255 -4.221
*
```

* largest force on an atom: 3.3 eV/A
* HOMO-LUMO gap (spin up / spin down): 4.5 / 5.6 eV
* ⟨S²⟩: 6.3859
* E_tot: -4853.43020 Ha
* E_HOMO (spin up / spin down): -11.787 / -11.804 eV
* energy above the lowest of the compared OMol25 structures with the same formula, charge and spin: 433.1 kJ/mol